No. 1
DFT (the ωB97M-V functional and the def2-TZVPD basis) results for a molecular structure, C12H34F2HfN2O6.

Atoms and positions in Å:
Hf (-4.092, 12.226, 26.061)
F (-2.132, 12.745, 25.150)
F (-5.633, 13.488, 27.127)
C (-7.348, 9.457, 23.985)
C (-7.068, 10.917, 24.347)
C (-8.399, 11.712, 24.547)
O (-8.057, 13.056, 24.787)
C (-9.207, 13.817, 25.113)
N (-6.196, 10.953, 25.591)
H (-8.098, 9.379, 23.197)
H (-7.858, 8.987, 24.835)
H (-6.444, 8.916, 23.711)
H (-6.535, 11.292, 23.473)
H (-8.887, 11.276, 25.427)
H (-9.044, 11.584, 23.678)
H (-9.071, 14.896, 25.039)
H (-9.469, 13.651, 26.166)
H (-10.102, 13.570, 24.536)
H (-6.181, 9.941, 25.741)
H (-6.893, 11.235, 26.289)
C (-4.909, 15.314, 22.627)
C (-4.250, 14.565, 23.785)
C (-3.919, 15.413, 24.994)
O (-3.537, 14.641, 26.129)
C (-3.271, 15.467, 27.260)
N (-5.105, 13.389, 24.125)
H (-4.246, 16.128, 22.332)
H (-5.965, 15.561, 22.743)
H (-4.913, 14.652, 21.753)
H (-3.308, 14.168, 23.397)
H (-4.836, 15.978, 25.211)
H (-3.159, 16.157, 24.756)
H (-3.201, 16.542, 27.102)
H (-2.239, 15.227, 27.546)
H (-3.937, 15.212, 28.081)
H (-5.408, 12.986, 23.239)
H (-6.035, 13.764, 24.341)
C (-3.126, 12.221, 29.322)
C (-4.467, 11.528, 29.312)
O (-4.742, 10.952, 27.999)
O (-2.838, 12.615, 27.955)
H (-2.307, 11.599, 29.687)
H (-3.114, 13.126, 29.928)
H (-5.264, 12.210, 29.610)
H (-4.522, 10.707, 30.028)
H (-5.277, 10.188, 28.241)
H (-1.919, 12.918, 27.915)
C (-3.076, 9.636, 24.012)
C (-2.308, 9.442, 25.316)
O (-2.887, 10.211, 26.418)
O (-3.825, 10.872, 24.065)
H (-3.817, 8.859, 23.832)
H (-2.327, 9.699, 23.225)
H (-1.243, 9.670, 25.317)
H (-2.321, 8.375, 25.554)
H (-2.750, 9.622, 27.168)
H (-4.342, 10.953, 23.258)

strongest force on any atom	3.36	eV Å⁻¹
E	-1285.921678	Ha
total charge	+2
multiplicity	1

Results of the Mulliken charge analysis, in e, for atoms 1 through 6: 2.3964, -0.7180, -0.7900, -1.6988, 0.5139, -1.1471

***

No. 2
DFT (the ωB97M-V functional and the def2-TZVPD basis) results for 8 unconnected molecules or ions with the total composition C12H34F3NO11S.

Atoms and positions in Å:
N (17.819, -4.620, 20.234)
H (17.693, -3.624, 20.387)
H (17.196, -5.069, 20.898)
H (18.809, -4.796, 20.391)
H (17.418, -4.973, 19.368)
C (15.811, -4.557, 15.422)
F (15.472, -3.407, 15.944)
F (14.672, -5.262, 15.387)
F (16.242, -4.495, 14.135)
S (17.122, -5.385, 16.537)
O (18.275, -4.495, 16.350)
O (16.586, -5.482, 17.881)
O (17.242, -6.682, 15.888)
C (20.850, -4.522, 19.265)
O (21.489, -5.260, 18.490)
O (20.342, -3.525, 18.677)
O (20.644, -4.796, 20.493)
C (16.967, -8.003, 21.643)
C (16.362, -7.032, 22.668)
O (16.146, -5.711, 22.097)
H (16.457, -8.077, 20.681)
H (17.133, -9.021, 21.994)
H (17.867, -7.544, 21.230)
H (16.838, -6.854, 23.633)
H (15.359, -7.366, 22.939)
H (15.862, -5.122, 22.800)
C (15.578, -0.605, 21.665)
C (17.001, -1.061, 21.284)
O (16.951, -2.094, 20.313)
H (15.540, 0.250, 22.342)
H (15.022, -1.416, 22.140)
H (14.931, -0.277, 20.851)
H (17.543, -1.339, 22.189)
H (17.497, -0.176, 20.883)
H (17.641, -1.850, 19.683)
C (13.578, -4.592, 18.988)
C (13.363, -3.625, 20.118)
O (12.517, -4.334, 21.003)
H (12.793, -5.302, 18.725)
H (14.502, -5.165, 19.065)
H (13.686, -4.121, 18.009)
H (12.939, -2.671, 19.799)
H (14.310, -3.342, 20.582)
H (12.359, -3.848, 21.816)
C (17.771, -0.516, 16.680)
C (19.104, -0.925, 17.190)
O (18.932, -1.357, 18.478)
H (17.106, -1.377, 16.760)
H (18.022, -0.263, 15.649)
H (17.334, 0.268, 17.299)
H (19.773, -0.063, 17.255)
H (19.532, -1.717, 16.574)
H (19.493, -2.150, 18.512)
C (20.942, -0.233, 22.470)
C (20.735, -1.325, 21.441)
O (20.728, -2.599, 22.047)
H (20.674, 0.693, 21.958)
H (21.985, -0.083, 22.750)
H (20.329, -0.289, 23.370)
H (21.459, -1.184, 20.638)
H (19.712, -1.269, 21.066)
H (20.586, -3.310, 21.404)

strongest force on any atom	4.22	eV Å⁻¹
E	-2057.784532	Ha
total charge	-2
multiplicity	1

Results of the Mulliken charge analysis, in e, for atoms 1 through 6: 0.4960, -0.0722, 0.3999, 0.4908, 0.2330, 0.5182